C37H40Cl5IMoNO2P2 | ωB97M-V/def2-TZVPD

Computed properties:
- DFT total energy: -135745.89379 eV
- Frontier orbital gap (alpha / beta): 6.2 / 6.8 eV
- HOMO energy (alpha / beta): -10.74 / -10.74 eV

Geometry as ORCA input:
```
! RIJCOSX wB97M-V def2-TZVPD def2/J DEFGRID3
* xyz 1 3
Mo 0.30 -0.29 -0.61
C 4.19 0.77 -1.69
C 3.91 0.69 -0.19
C 3.54 2.06 0.36
P 2.64 -0.61 0.18
C 3.64 -2.16 -0.06
C 3.29 -3.33 0.86
C 3.67 -2.64 -1.51
C 2.29 -0.48 1.96
C 3.26 -0.58 2.94
C 2.93 -0.40 4.28
C 1.62 -0.12 4.62
C 0.63 -0.01 3.65
C 0.96 -0.21 2.31
N 0.00 -0.07 1.26
C -1.34 0.42 1.53
C -2.19 -0.23 2.40
C -3.50 0.21 2.52
C -3.96 1.28 1.77
C -3.10 1.92 0.88
C -1.78 1.50 0.75
P -0.52 2.19 -0.37
C 0.12 3.61 0.62
C -0.96 4.68 0.87
C 0.66 3.16 1.98
C -1.09 2.77 -2.02
C -2.24 3.75 -2.19
C 0.16 3.28 -2.75
H 4.76 1.68 -1.90
H 3.27 0.81 -2.27
H 4.79 -0.07 -2.05
H 4.81 0.34 0.33
H 2.64 2.44 -0.12
H 4.35 2.76 0.15
H 3.39 2.05 1.44
H 4.65 -1.81 0.21
H 3.13 -3.03 1.90
H 4.11 -4.04 0.84
H 2.40 -3.84 0.52
H 2.78 -3.23 -1.73
H 4.54 -3.29 -1.65
H 3.74 -1.83 -2.24
H 4.29 -0.79 2.67
H 3.69 -0.48 5.04
H 1.36 0.04 5.66
H -0.37 0.24 3.94
H -1.85 -1.10 2.95
H -4.18 -0.31 3.19
H -4.98 1.60 1.86
H -3.48 2.74 0.28
H 0.93 4.05 0.03
H -1.62 4.35 1.68
H -1.58 4.90 0.01
H -0.49 5.60 1.19
H -0.15 2.79 2.60
H 1.10 4.01 2.49
H 1.42 2.38 1.90
H -1.41 1.83 -2.48
H -1.97 4.77 -1.90
H -3.13 3.44 -1.65
H -2.51 3.77 -3.24
H 0.48 4.25 -2.36
H -0.06 3.40 -3.81
H 1.01 2.59 -2.67
Cl 0.86 -0.52 -3.33
C 0.54 -2.17 -2.77
C 0.37 -2.27 -1.41
C 0.13 -3.52 -0.89
Cl -0.05 -3.71 0.83
C 0.08 -4.65 -1.72
Cl -0.18 -6.21 -1.05
C 0.26 -4.50 -3.10
Cl 0.21 -5.87 -4.12
C 0.49 -3.24 -3.65
Cl 0.73 -3.01 -5.33
I -6.77 -4.20 1.22
C -5.47 -2.90 0.24
C -4.10 -3.00 0.47
C -3.24 -2.13 -0.18
C -3.73 -1.17 -1.05
C -5.10 -1.10 -1.30
C -5.97 -1.96 -0.65
C -2.83 -0.20 -1.74
O -3.24 0.61 -2.53
O -1.55 -0.27 -1.42
H -3.71 -3.75 1.15
H -2.18 -2.19 0.01
H -5.47 -0.35 -1.99
H -7.03 -1.89 -0.83
*
```

=====

C37H40NO2P3Pd | ωB97M-V/def2-TZVPD

Computed properties:
- ΔE to the lowest compared entry with this formula, charge and spin: 6.4 kcal per mole
- DFT total energy: -75936.09362 eV
- Frontier orbital gap: 7.8 eV
- HOMO energy: -13.60 eV

Geometry as ORCA input:
```
! RIJCOSX wB97M-V def2-TZVPD def2/J DEFGRID3
* xyz 2 1
Pd 0.61 -0.23 0.42
O -1.71 -2.19 2.51
N -2.15 -1.23 1.62
C -2.96 -1.73 0.77
C -3.58 -0.86 -0.24
C -4.84 -1.25 -0.71
C -5.60 -0.41 -1.50
C -5.13 0.86 -1.79
C -3.87 1.25 -1.37
C -3.06 0.38 -0.62
P -1.41 0.93 -0.09
C -0.54 1.89 -1.48
C -1.25 2.36 -2.73
C -0.65 2.92 -3.79
C 0.74 3.32 -3.90
C 1.48 3.80 -2.90
C 0.92 4.07 -1.53
C -1.77 2.05 1.31
C -1.22 1.74 2.55
C -1.50 2.52 3.66
C -2.33 3.62 3.54
C -2.89 3.93 2.31
C -2.63 3.15 1.20
H -1.26 -1.68 3.20
H -3.26 -2.77 0.83
H -5.22 -2.22 -0.42
H -6.57 -0.73 -1.85
H -5.73 1.55 -2.36
H -3.53 2.24 -1.61
H -2.26 2.01 -2.88
H -1.25 3.03 -4.68
H 1.18 3.28 -4.89
H 2.48 4.14 -3.11
H 1.65 4.61 -0.92
H -0.59 0.86 2.66
H -1.08 2.26 4.62
H -2.55 4.23 4.41
H -3.55 4.79 2.22
H -3.09 3.40 0.26
C 3.51 -0.98 2.13
P 2.79 -0.95 0.47
C 3.17 -2.59 -0.18
C 3.72 0.26 -0.51
C 4.94 -0.02 -1.12
C 5.63 0.99 -1.76
C 5.14 2.29 -1.76
C 3.92 2.57 -1.16
C 3.18 1.55 -0.57
P 1.57 1.82 0.24
C 1.98 2.81 1.70
C 0.39 2.88 -0.72
H 4.60 -1.03 2.08
H 3.14 -1.87 2.64
H 3.21 -0.10 2.71
H 4.23 -2.79 -0.05
H 2.92 -2.67 -1.24
H 2.61 -3.34 0.38
H 5.35 -1.02 -1.09
H 6.57 0.77 -2.25
H 5.69 3.08 -2.24
H 3.56 3.59 -1.15
H 2.53 3.69 1.35
H 2.62 2.26 2.38
H 1.08 3.13 2.21
H 0.07 4.75 -1.64
H -0.17 3.32 0.10
H 0.11 1.09 -1.85
C -0.85 -2.84 -1.22
C -0.33 -3.17 0.14
O 0.15 -2.28 0.86
C -0.36 -4.55 0.63
C -0.79 -5.60 -0.19
C -0.80 -6.89 0.29
C -0.38 -7.16 1.59
C 0.05 -6.12 2.41
C 0.06 -4.82 1.94
H -0.78 -1.77 -1.40
H -1.89 -3.15 -1.32
H -0.27 -3.37 -1.99
H -1.13 -5.41 -1.20
H -1.13 -7.70 -0.34
H -0.39 -8.17 1.96
H 0.36 -6.33 3.43
H 0.38 -4.01 2.58
*
```

=====

C37H41BN9Pd | ωB97M-V/def2-TZVPD

Computed properties:
- DFT total energy: -56606.45459 eV
- Frontier orbital gap: 5.1 eV
- HOMO energy: -2.45 eV

Geometry as ORCA input:
```
! RIJCOSX wB97M-V def2-TZVPD def2/J DEFGRID3
* xyz -1 1
Pd -0.24 0.81 -0.34
C -5.62 -0.65 1.43
C -4.61 0.20 0.73
C -4.83 1.38 0.07
C -3.56 1.78 -0.40
N -2.64 0.90 -0.04
N -3.28 -0.08 0.65
B -2.64 -1.34 1.28
N -1.66 -0.96 2.42
N -0.74 0.01 2.26
C -0.07 0.09 3.40
C -0.56 -0.84 4.33
C -1.58 -1.49 3.67
C -2.48 -2.56 4.19
C 1.05 1.05 3.56
C 1.85 1.02 4.70
C 2.92 1.90 4.84
C 3.21 2.82 3.84
C 2.41 2.85 2.70
C 1.34 1.98 2.56
N -1.99 -2.26 0.21
N -1.14 -1.76 -0.70
C -0.69 -2.78 -1.42
C -1.29 -3.98 -0.98
C -2.12 -3.60 0.05
C -3.04 -4.47 0.85
C 0.32 -2.57 -2.47
C 1.09 -3.63 -2.94
C 2.09 -3.43 -3.89
C 2.33 -2.15 -4.38
C 1.56 -1.09 -3.92
C 0.57 -1.29 -2.98
C -3.27 2.99 -1.19
C -4.29 3.84 -1.61
C -4.02 4.97 -2.36
C -2.71 5.27 -2.72
C -1.68 4.43 -2.31
C -1.96 3.30 -1.56
H -6.60 -0.19 1.32
H -5.67 -1.66 1.00
H -5.40 -0.76 2.49
H -5.78 1.88 -0.04
H -3.52 -1.99 1.79
H -0.25 -1.02 5.35
H -2.24 -2.74 5.24
H -3.53 -2.28 4.12
H -2.35 -3.50 3.66
H 1.64 0.30 5.48
H 3.53 1.85 5.73
H 4.04 3.49 3.95
H 2.63 3.56 1.91
H 0.74 2.01 1.65
H -1.16 -4.98 -1.37
H -2.99 -5.48 0.46
H -2.77 -4.49 1.91
H -4.07 -4.12 0.79
H 0.93 -4.63 -2.54
H 2.68 -4.27 -4.23
H 3.11 -2.00 -5.12
H 1.75 -0.09 -4.30
H -0.01 -0.45 -2.59
H -5.32 3.62 -1.34
H -4.83 5.62 -2.67
H -2.49 6.16 -3.31
H -0.66 4.65 -2.58
H -1.18 2.62 -1.22
C 4.46 1.56 -3.04
C 3.23 2.41 -2.75
N 2.42 1.79 -1.72
C 2.73 0.66 -1.02
N 1.79 0.12 -0.32
C 2.07 -1.04 0.51
C 3.30 -1.81 0.06
C 4.44 -0.82 -0.16
N 4.01 0.17 -1.13
C 5.01 1.02 -1.74
H 5.20 2.16 -3.56
H 4.19 0.72 -3.68
H 2.63 2.54 -3.65
H 3.54 3.41 -2.43
H 1.43 2.01 -1.61
H 1.18 -1.68 0.48
H 2.18 -0.72 1.55
H 3.09 -2.32 -0.89
H 3.57 -2.55 0.81
H 5.32 -1.32 -0.56
H 4.72 -0.35 0.79
H 5.90 0.40 -1.93
H 5.31 1.84 -1.08
*
```

=====

> Look up the DFT total energy of the third one.

-56606.45459 eV

=====

> Look up the DFT total energy of the second one.

-75936.09362 eV

=====

> Number 2 is which compound?

C37H40NO2P3Pd